C4H5NO in the gas phase in a non-equilibrium geometry, computed with wB97M-V/def2-TZVPD.

Bonds (Å) are listed after each position.
Positions of all 11 atoms, in Å:
1 N -2.52144 0.57819 1.18731  C2 1.156
2 C -1.68553 0.64822 0.39139  N1 1.156, C3 1.467
3 C -0.60565 0.69507 -0.60075  C2 1.467, C4 1.520, H7 1.095, H8 1.095
4 C 0.71857 0.26497 0.01011  C3 1.520, C5 1.460, O6 1.414, H9 1.090
5 C 0.93673 -1.13545 0.35860  C4 1.460, O6 1.423, H10 1.088, H11 1.089
6 O 1.52822 -0.56214 -0.80182  C4 1.414, C5 1.423
7 H -0.54122 1.70574 -1.01693  C3 1.095
8 H -0.85001 0.01489 -1.42384  C3 1.095
9 H 1.25879 1.03576 0.55992  C4 1.090
10 H 1.62316 -1.39224 1.16337  C5 1.088
11 H 0.13838 -1.85302 0.17265  C5 1.089

Values from the calculation:
orbital gap: 11.84 eV
multiplicity: 1
highest occupied orbital energy: -0.40283 Ha
energy: -7764.9480 eV
ΔE to the lowest compared entry with this formula, charge and spin: 152.3 kJ/mol
total charge: 0
structure (SMILES): N#CC[C@H]1CO1